[1]
14
Properties=species:S:1:pos:R:3 method="wB97M-V/def2-TZVPD" homo_ev="-2.600 / -2.601" de_lowest_kj_mol=177.1 max_force_ev_per_a=4.827 charge=-1 homo_lumo_gap_ev="6.204 / 6.206"
C 1.926 1.089 0.080
C 0.617 0.320 0.026
C -0.471 1.064 0.083
O -0.908 2.143 0.101
C 0.585 -1.084 -0.166
N -0.444 -1.885 -0.200
C -1.688 -1.496 -0.045
N -2.084 -0.223 -0.113
S -3.603 0.171 0.132
H 2.751 0.332 0.048
H 2.352 1.660 0.968
H 1.804 1.839 -0.678
H 1.512 -1.616 -0.552
H -2.348 -2.313 0.316

***

[2]
13
Properties=species:S:1:pos:R:3 method="wB97M-V/def2-TZVPD" homo_ev=-10.175 de_lowest_kj_mol=188.9 max_force_ev_per_a=4.652 homo_lumo_gap_ev=8.778
H 0.564 0.250 -3.411
N 0.412 -0.739 -3.130
C 0.097 -0.838 -1.903
N -0.198 0.340 -1.100
C -0.159 0.124 0.170
C 0.426 -0.832 1.045
C 0.175 -0.291 2.259
C -0.387 1.122 2.060
N -0.531 1.325 0.794
H -0.009 -1.797 -1.262
H 0.805 -1.798 0.747
H 0.456 -0.647 3.275
H -0.507 1.809 2.908

***

[3]
13
Properties=species:S:1:pos:R:3 method="wB97M-V/def2-TZVPD" homo_ev=-9.410 de_lowest_kj_mol=533.6 max_force_ev_per_a=12.393 homo_lumo_gap_ev=9.815
C -1.994 -0.209 0.116
C -0.627 -0.113 -0.248
C 0.372 -1.062 -0.558
C 1.192 0.149 1.245
C -0.149 1.204 -0.675
H 0.938 -1.019 -1.517
H 0.058 -2.389 -0.732
H 1.708 0.512 2.380
H -0.666 2.030 -0.861
H 0.763 1.257 -1.218
N -3.010 -0.431 0.880
N 1.417 -0.840 0.527
N -0.004 0.913 0.660

***

[4]
13
Properties=species:S:1:pos:R:3 method="wB97M-V/def2-TZVPD" homo_ev=-9.390 de_lowest_kj_mol=78.3 max_force_ev_per_a=3.795 homo_lumo_gap_ev=9.346
C 0.650 2.638 -0.404
N 0.838 1.284 -0.793
C 0.240 0.224 -0.173
C 0.710 -1.060 -0.667
N 1.061 -2.021 -1.257
C -0.720 0.285 0.750
C -1.298 -0.927 1.250
N -1.889 -1.887 1.567
H 1.111 2.929 0.611
H 1.105 3.308 -1.229
H -0.407 2.874 -0.454
H 1.711 1.065 -1.223
H -1.076 1.244 1.138

***

[5]
14
Properties=species:S:1:pos:R:3 method="wB97M-V/def2-TZVPD" homo_ev="-9.446 / -7.828" de_lowest_kj_mol=542.2 max_force_ev_per_a=1.272 homo_lumo_gap_ev="8.570 / 6.616"
C -1.401 -2.357 -0.854
C 0.504 -1.619 -1.526
C -1.157 -1.223 -0.160
C 0.766 0.356 -0.161
C 0.388 1.314 0.773
N -0.343 -2.590 -1.699
N 0.058 -0.722 -0.581
N -0.792 1.365 1.325
O -0.948 2.385 2.236
H -2.240 -3.020 -0.813
H 1.430 -1.502 -2.053
H 1.749 0.441 -0.606
H 1.143 2.056 1.039
H -1.870 2.311 2.522

***

[6]
16
Properties=species:S:1:pos:R:3 method="wB97M-V/def2-TZVPD" homo_ev="-8.675 / -8.689" de_lowest_kj_mol=406.0 max_force_ev_per_a=2.650 homo_lumo_gap_ev="7.754 / 7.764"
C 0.113 -2.102 -0.322
N -0.198 -0.701 -0.014
N -1.466 -0.538 0.237
C -2.012 0.577 0.603
C -1.324 1.799 0.595
O -1.683 2.931 0.750
N 0.218 1.562 0.179
O 0.860 2.638 0.266
C 0.746 0.299 -0.019
C 2.108 0.011 -0.513
O 3.012 0.797 -0.492
H 1.100 -2.075 -0.729
H 0.049 -2.665 0.552
H -0.645 -2.275 -1.072
H -3.106 0.692 0.908
H 2.229 -0.950 -0.930

***

[7]
12
Properties=species:S:1:pos:R:3 method="wB97M-V/def2-TZVPD" homo_ev="-9.660 / -9.665" de_lowest_kj_mol=551.0 max_force_ev_per_a=1.191 homo_lumo_gap_ev="7.871 / 7.881"
N -1.897 -2.364 1.119
C -0.978 -1.680 0.954
C 0.191 -0.781 0.726
O 1.029 -1.207 -0.234
C 0.944 1.149 -0.413
C -0.097 0.717 -1.241
C -0.206 0.672 0.297
H 0.671 -0.619 1.707
H 1.782 1.832 -0.368
H -0.588 1.328 -1.991
H 0.115 -0.381 -1.459
H -0.804 1.318 0.934

***

[8]
12
Properties=species:S:1:pos:R:3 method="wB97M-V/def2-TZVPD" homo_ev=-9.151 de_lowest_kj_mol=616.9 max_force_ev_per_a=6.582 homo_lumo_gap_ev=7.614
C -0.225 -0.904 1.659
C -0.031 -0.229 0.401
C -0.057 1.137 0.022
C 0.020 1.127 -1.337
C 0.301 -0.400 -1.618
H -1.373 0.004 2.176
H -0.782 -1.904 1.250
H 1.036 -0.929 2.381
H 0.269 2.040 0.605
H 0.395 -0.629 -2.618
N 0.053 -1.121 -0.617
O 0.393 1.808 -2.304

***

[9]
12
Properties=species:S:1:pos:R:3 method="wB97M-V/def2-TZVPD" homo_ev=-8.513 de_lowest_kj_mol=613.2 max_force_ev_per_a=2.667 homo_lumo_gap_ev=6.869
N 0.533 1.226 0.688
C -0.180 0.117 0.748
C 0.736 1.097 -1.118
C -0.872 -0.602 1.627
C -0.107 -0.393 -0.865
C -0.358 -1.453 -1.430
O 1.873 1.081 -1.524
H 1.395 1.266 1.221
H -0.053 1.779 -1.445
H -1.332 -1.542 1.367
H -1.029 -0.191 2.617
H -0.605 -2.385 -1.886

***

[10]
12
Properties=species:S:1:pos:R:3 method="wB97M-V/def2-TZVPD" homo_ev=-8.003 de_lowest_kj_mol=456.4 max_force_ev_per_a=5.744 homo_lumo_gap_ev=9.029
C 1.787 0.586 0.088
C 0.297 -0.692 0.059
C -1.038 -1.107 -0.083
C -1.026 1.179 -0.054
C 0.237 0.752 -0.119
H 2.186 1.091 1.088
H 2.144 1.180 -0.820
H -1.309 -2.224 0.015
H -2.891 -0.005 0.418
H -1.299 2.337 -0.062
N -1.943 -0.020 0.049
O 1.655 -0.818 -0.041

***

[11]
12
Properties=species:S:1:pos:R:3 method="wB97M-V/def2-TZVPD" homo_ev="-8.661 / -8.661" de_lowest_kj_mol=612.7 max_force_ev_per_a=5.427 homo_lumo_gap_ev="7.730 / 7.730"
C -1.401 0.424 0.562
C -0.379 1.531 0.108
C 0.661 0.668 0.081
C 0.347 -1.493 -0.335
C -0.169 -0.449 0.322
N 1.690 -1.598 -0.761
O 2.622 -0.820 -0.414
H -1.712 0.312 1.529
H -2.354 0.289 -0.134
H -0.601 2.546 -0.274
H 1.660 0.956 -0.123
H -0.365 -2.366 -0.562

***

[12]
12
Properties=species:S:1:pos:R:3 method="wB97M-V/def2-TZVPD" homo_ev=-9.755 de_lowest_kj_mol=527.8 max_force_ev_per_a=3.028 homo_lumo_gap_ev=9.928
O 0.148 0.810 -1.726
C 0.190 0.199 -0.496
C -1.201 -0.202 -0.048
C -1.320 -0.499 1.369
N -1.415 -0.719 2.502
C 1.233 -0.872 -0.367
C 1.746 -0.111 0.492
H 0.948 0.596 -2.230
H 0.464 1.047 0.370
H -1.876 0.612 -0.324
H -1.484 -1.079 -0.630
H 2.568 0.219 1.088

***

[13]
12
Properties=species:S:1:pos:R:3 method="wB97M-V/def2-TZVPD" homo_ev=-9.924 de_lowest_kj_mol=358.2 max_force_ev_per_a=4.458 homo_lumo_gap_ev=10.153
C 2.308 1.848 -0.035
N 2.019 0.680 0.278
C 1.635 -0.543 0.027
O 2.342 -1.483 -0.232
C 0.011 -0.722 0.177
C -1.176 -0.856 0.033
C -2.633 -0.895 0.051
H 2.913 2.570 0.512
H 1.960 2.266 -1.042
H -3.174 -0.101 0.636
H -3.088 -1.761 0.449
H -3.117 -1.004 -0.854

***

[14]
12
Properties=species:S:1:pos:R:3 method="wB97M-V/def2-TZVPD" homo_ev=-9.668 de_lowest_kj_mol=220.1 max_force_ev_per_a=1.109 homo_lumo_gap_ev=9.371
N -1.915 -1.057 2.228
C -1.593 -0.603 1.210
C -1.285 -0.371 -0.168
C -0.078 -0.682 -0.662
C 1.119 -0.256 0.122
C 0.968 1.232 -0.287
O -0.037 1.860 -0.073
H -2.103 -0.017 -0.785
H 0.050 -0.793 -1.737
H 2.087 -0.685 -0.159
H 0.989 -0.323 1.210
H 1.777 1.669 -0.886

***

[15]
12
Properties=species:S:1:pos:R:3 method="wB97M-V/def2-TZVPD" homo_ev=-10.088 de_lowest_kj_mol=294.5 max_force_ev_per_a=1.882 homo_lumo_gap_ev=10.930
N 2.478 1.253 -0.291
C 1.920 0.411 0.280
C 0.914 -0.654 0.404
O -0.014 -0.544 1.480
C -1.090 -0.358 0.552
C -0.931 0.835 -0.333
C -0.165 -0.424 -0.651
H 1.372 -1.648 0.336
H -2.044 -0.692 0.940
H -1.780 0.897 -1.012
H -0.520 1.799 -0.021
H -0.068 -0.843 -1.655

***

[16]
12
Properties=species:S:1:pos:R:3 method="wB97M-V/def2-TZVPD" homo_ev=-9.092 de_lowest_kj_mol=289.8 max_force_ev_per_a=1.189 homo_lumo_gap_ev=9.620
N 1.603 1.999 -1.424
C 1.216 0.978 -1.042
C 0.752 -0.344 -0.586
O 1.257 -0.581 0.792
C 0.382 -0.336 1.738
C -0.852 0.173 1.017
C -0.744 -0.469 -0.366
H 1.200 -1.105 -1.224
H -0.958 -1.539 -0.266
H -1.792 0.012 1.547
H -0.687 1.263 0.965
H -1.376 -0.051 -1.151

***

[17]
12
Properties=species:S:1:pos:R:3 method="wB97M-V/def2-TZVPD" homo_ev=-9.692 de_lowest_kj_mol=295.5 max_force_ev_per_a=1.320 homo_lumo_gap_ev=10.533
C 2.557 0.576 -0.300
C 1.495 0.350 0.214
C 0.175 0.091 0.814
N -0.445 -1.197 0.371
C -1.470 -0.523 -0.449
C -0.999 0.831 0.137
O -1.378 1.967 0.068
H 3.513 0.804 -0.737
H 0.163 0.217 1.897
H 0.209 -1.711 -0.255
H -2.509 -0.813 -0.245
H -1.310 -0.591 -1.515

***

[18]
13
Properties=species:S:1:pos:R:3 method="wB97M-V/def2-TZVPD" homo_ev=-8.906 de_lowest_kj_mol=608.9 max_force_ev_per_a=7.262 homo_lumo_gap_ev=9.580
C 2.098 0.026 -0.019
C 1.273 1.143 -0.059
C -0.116 0.630 -0.224
O -1.279 1.169 0.254
N -2.094 0.052 -0.099
C -1.360 -1.083 -0.193
C 0.053 -0.808 0.424
O 1.312 -1.109 -0.050
H 3.074 -0.120 -0.209
H 1.888 2.031 -0.034
H -0.393 0.351 -1.364
H -1.942 -1.994 -0.292
H 0.074 -0.560 1.393

***

[19]
13
Properties=species:S:1:pos:R:3 method="wB97M-V/def2-TZVPD" homo_ev=-9.153 de_lowest_kj_mol=671.2 max_force_ev_per_a=6.667 homo_lumo_gap_ev=9.703
C -2.148 -0.382 0.081
C -0.763 0.215 -0.250
C 1.145 1.002 -0.184
C 1.841 -0.830 -0.039
C 0.572 -0.207 -0.212
H -2.737 0.435 0.856
H -2.108 -1.632 0.394
H -2.582 -0.408 -1.003
H 2.739 -1.320 -0.607
H 2.051 -1.203 0.947
N 0.421 2.069 0.053
O -0.821 1.544 -0.090
O 2.390 0.718 0.054